No. 1
This record from OMol25 describes the molecule C5H8N2O. The level of theory is ωB97M-V/def2-TZVPD.

Last column: natural (NBO) charge in e.
CARTESIAN COORDINATES (ANGSTROEM)
O 3.16288 0.31064 -0.61194  -0.48
C 2.16685 0.12735 0.04530  0.55
C 0.94184 0.73426 0.57204  -0.32
C -0.33065 1.10580 -0.15843  -0.44
C -0.86392 -0.03179 -0.84217  -0.25
N -0.84417 -1.30090 -0.17500  -0.42
N 0.43382 -1.83652 -0.10608  -0.44
C 1.38589 -0.91490 0.67146  -0.19
H 1.13198 1.14311 1.65256  0.25
H -0.13220 1.96123 -0.78988  0.23
H -1.01358 1.42483 0.58991  0.21
H -1.94229 0.00177 -1.17762  0.21
H -0.29850 -0.23270 -1.73712  0.19
H -1.16862 -1.10609 0.70517  0.34
H 0.87162 -1.96872 -0.99884  0.36
H 1.76149 -1.19277 1.57448  0.21

The HOMO energy is -8.8 eV. Its spin multiplicity is 1. The LUMO energy is 0.0189 Ha. The total energy is -10338.3306 eV. The value obtained for the largest force on an atom is 4.74 eV Å⁻¹. The SMILES is O=C1[C@H]2CCNN[C@@H]12. As for the energy relative to the best compared isomer or geometry (same formula, charge and spin): 101.4 kcal/mol. The HOMO-LUMO gap is 9.34 eV. The charge is 0.

No. 2
This record from OMol25 describes a cluster of 2 separate species, C7H13ClO2S in total. The level of theory is ωB97M-V/def2-TZVPD.

Last column: natural (NBO) charge in e.
CARTESIAN COORDINATES (ANGSTROEM)
C 1.40692 0.11537 -0.55003  -0.45
C 0.11535 0.84258 -0.26184  -0.06
C 0.33407 -0.64594 0.11333  -0.09
C 0.06110 1.88659 0.81484  -0.61
C -0.84750 1.07267 -1.35043  -0.61
C 0.52947 -0.78527 1.63397  -0.60
C -0.43450 -1.81507 -0.46227  -0.62
O 3.00754 0.52742 1.47623  -0.91
O 3.54440 1.53694 -0.73050  -0.90
S 2.97862 0.50457 0.01969  2.15
Cl 4.01417 -1.13924 -0.56664  -0.23
H 1.85150 0.01866 -2.07920  0.25
H 1.03470 2.21082 1.01207  0.22
H -0.45799 1.58863 1.72444  0.23
H -0.52063 2.66507 0.32884  0.22
H -0.91889 0.20770 -2.06002  0.23
H -0.70782 1.99486 -1.87798  0.22
H -1.93000 1.36376 -0.97432  0.22
H 1.16012 -0.03349 1.92016  0.23
H 0.87833 -1.78356 1.96720  0.22
H -0.44093 -0.74092 2.24995  0.21
H -0.55044 -2.67950 0.20540  0.23
H 0.10018 -2.33240 -1.33121  0.23
H -1.50249 -1.59674 -0.84230  0.23

The HOMO energy is -10.1 eV. Its spin multiplicity is 1. The LUMO energy is 0.0089 Ha. The total energy is -34918.4639 eV. The value obtained for the largest force on an atom is 5.81 eV Å⁻¹. As for the energy relative to the best compared isomer or geometry (same formula, charge and spin): 35.7 kcal/mol. The HOMO-LUMO gap is 10.31 eV. The charge is 0.

No. 3
This record from OMol25 describes a cluster of 2 separate species, C5H11NO in total. The level of theory is ωB97M-V/def2-TZVPD.

Last column: natural (NBO) charge in e.
CARTESIAN COORDINATES (ANGSTROEM)
C -1.18418 1.76703 -3.32766  -0.39
C -0.28904 1.05543 -2.60609  -0.20
C -0.37627 1.17599 -1.08806  -0.47
C 0.14722 0.03673 -0.09400  -0.19
C -0.56771 -0.42217 0.93840  -0.04
N -0.38524 -1.69312 1.56617  -0.85
H -1.21805 2.17817 -4.35954  0.21
H -2.19292 2.05134 -2.85379  0.18
H 0.60497 0.59891 -3.21272  0.22
H 0.23783 2.17021 -0.74170  0.22
H -1.44543 1.13872 -0.79459  0.22
H 1.21817 -0.01745 0.06710  0.18
H -1.43915 0.21339 0.92740  0.17
H 0.60887 -1.74238 1.97568  0.36
H -0.37592 -2.41662 0.73695  0.38
O 2.09108 -1.47756 3.51439  -0.92
H 1.32731 -0.88591 3.70674  0.47
H 2.26224 -1.29418 2.53457  0.46

The HOMO energy is -9.1 eV. Its spin multiplicity is 1. The LUMO energy is 0.0218 Ha. The total energy is -8896.8981 eV. The value obtained for the largest force on an atom is 3.01 eV Å⁻¹. The SMILES is C=CC/C=C/N.O. As for the energy relative to the best compared isomer or geometry (same formula, charge and spin): 110.7 kcal/mol. The HOMO-LUMO gap is 9.71 eV. The charge is 0.

No. 4
This record from OMol25 describes a structure of composition C12H11ClFeNO4S4. The level of theory is ωB97M-V/def2-TZVPD.

Last column: natural (NBO) charge in e.
CARTESIAN COORDINATES (ANGSTROEM)
Fe 0.63955 0.61295 -0.05881  1.37
O 5.51788 0.36613 4.76733  -0.61
C 4.66378 0.41078 3.91186  0.18
S 2.93119 0.42254 4.24430  0.30
C 2.37057 0.50559 2.57373  -0.41
C 3.32752 0.54002 1.61921  -0.40
S 3.06213 0.60271 -0.08762  -0.45
S 4.99771 0.50183 2.18323  0.31
S 0.66000 0.54716 2.28892  -0.45
C -2.73085 2.64081 0.12596  -0.62
C -2.11444 1.99478 -1.10341  0.13
C -3.08735 1.91150 -2.26621  -0.63
O -1.70792 0.66935 -0.70906  -0.76
C -0.85108 2.82377 -1.50594  0.76
O -1.02786 3.84886 -2.15199  -0.68
O 0.24368 2.36999 -1.04047  -0.83
H -3.64058 2.11310 0.42108  0.20
H -2.96319 3.68182 -0.09215  0.23
H -2.01565 2.60113 0.94952  0.23
H -3.99174 1.37098 -1.97589  0.20
H -2.62090 1.40573 -3.11706  0.20
H -3.34528 2.91869 -2.58399  0.25
H -1.65173 0.13944 -1.51309  0.47
Cl -2.20763 -4.30540 0.58682  0.01
C -0.76385 -3.56920 -0.02224  -0.08
C 0.33657 -4.34564 -0.34279  -0.17
C 1.45912 -3.69151 -0.82700  -0.24
C 1.43618 -2.31675 -0.96102  0.06
N 0.37137 -1.57438 -0.64638  -0.52
C -0.71406 -2.19801 -0.17787  0.03
H 0.31699 -5.41726 -0.20356  0.23
H 2.35126 -4.24366 -1.08535  0.23
H 2.30403 -1.76431 -1.29693  0.24
H -1.55541 -1.57352 0.09688  0.23

The HOMO energy (spin up / spin down) is -3.6 / -3.7 eV. Its spin multiplicity is 5. As for the expectation value of S²: 6.013. The LUMO energy (spin up / spin down) is 0.0762 / 0.0733 Ha. The total energy is -112558.2202 eV. The value obtained for the largest force on an atom is 0.91 eV Å⁻¹. As for the energy relative to the best compared isomer or geometry (same formula, charge and spin): 2.8 kcal/mol. The HOMO-LUMO gap (spin up / spin down) is 5.72 / 5.73 eV. The charge is -1.

No. 5
This record from OMol25 describes a cluster of 3 separate species, C2H10O3 in total. The level of theory is ωB97M-V/def2-TZVPD.

Last column: natural (NBO) charge in e.
CARTESIAN COORDINATES (ANGSTROEM)
C 1.62214 -0.31201 -0.79676  -0.68
C 1.53344 0.81182 0.25195  -0.06
O 0.20533 0.83778 0.70843  -0.74
H 1.83792 0.14560 -1.76092  0.21
H 2.30513 -1.14227 -0.78741  0.22
H 0.71818 -0.67013 -1.23924  0.22
H 1.68950 1.72468 -0.38123  0.16
H 2.28647 0.88428 1.02600  0.20
H -0.41474 0.65499 -0.03083  0.50
O -2.59577 0.05051 -1.09521  -0.96
H -3.00595 -0.47323 -1.79100  0.47
H -2.55543 -0.62075 -0.35714  0.49
O -1.39470 -0.93179 1.85370  -0.99
H -1.56629 -0.66578 2.76314  0.46
H -0.66523 -0.29372 1.63654  0.49

The HOMO energy is -10.5 eV. Its spin multiplicity is 1. The LUMO energy is 0.0305 Ha. The total energy is -8377.7212 eV. The value obtained for the largest force on an atom is 3.09 eV Å⁻¹. The SMILES is CCO.O.O. As for the energy relative to the best compared isomer or geometry (same formula, charge and spin): 19.2 kcal/mol. The HOMO-LUMO gap is 11.34 eV. The charge is 0.

No. 6
This record from OMol25 describes a structure of composition C16H12F3NO5RuS2. The level of theory is ωB97M-V/def2-TZVPD.

Last column: natural (NBO) charge in e.
CARTESIAN COORDINATES (ANGSTROEM)
Ru -0.43503 -0.14176 -0.31822  1.30
O 2.34497 0.51751 2.50669  -0.57
C 1.46198 -0.08087 1.94911  0.78
O 1.35447 -0.17523 0.63504  -0.76
C 0.39183 -0.85781 2.73184  -0.36
C -0.00810 -2.14200 1.99500  0.09
C -0.79479 -3.08618 2.89458  -0.43
C -2.17286 -2.38361 2.97917  -0.42
C -1.92958 -1.12938 2.15401  0.08
O -1.05897 -1.64292 1.09770  -0.54
C -1.00433 -0.14477 2.87576  -0.35
C -1.12298 1.26117 2.26861  0.80
O -1.24978 2.23110 2.97520  -0.59
O -1.14376 1.31827 0.95155  -0.81
H 0.81194 -1.06470 3.71364  0.25
H 0.77239 -2.59312 1.38934  0.24
H -0.30832 -3.19104 3.86305  0.22
H -0.87674 -4.07238 2.44303  0.23
H -2.47435 -2.14121 3.99651  0.22
H -2.95212 -2.99095 2.52257  0.22
H -2.80696 -0.68243 1.69263  0.23
H -1.27034 -0.05934 3.92700  0.25
S 1.97834 0.45695 -2.46751  0.25
C 0.62561 1.42494 -2.59200  -0.21
N -0.45402 1.29058 -1.80471  -0.47
C -1.43170 2.19982 -2.09780  0.21
C -2.67006 2.32840 -1.44208  -0.20
C -3.54398 3.27958 -1.89612  -0.19
C -3.21926 4.11497 -2.98383  -0.16
C -2.01081 4.01412 -3.62953  -0.22
C -1.10830 3.05055 -3.17571  -0.23
S 0.46922 2.70521 -3.74954  0.52
H -2.88628 1.71334 -0.58259  0.25
H -4.49809 3.40444 -1.40323  0.23
H -3.93621 4.85536 -3.31209  0.23
H -1.76320 4.66183 -4.45878  0.23
F -0.63292 -1.33110 -3.03021  -0.35
C -0.81210 -1.61092 -1.71548  0.74
F -0.12429 -2.75664 -1.49261  -0.35
F -2.13500 -1.94220 -1.60630  -0.36

The HOMO energy (spin up / spin down) is -9.0 / -9.3 eV. Its spin multiplicity is 5. As for the expectation value of S²: 6.049. The LUMO energy (spin up / spin down) is -0.0114 / -0.1298 Ha. The total energy is -60918.2511 eV. The value obtained for the largest force on an atom is 0.33 eV Å⁻¹. As for the energy relative to the best compared isomer or geometry (same formula, charge and spin): 0.0 kcal/mol. The HOMO-LUMO gap (spin up / spin down) is 8.72 / 5.76 eV. The charge is 0.